# 1
52
Properties=species:S:1:pos:R:3:forces:R:3:mulliken_charge:R:1 method="wB97M-V/def2-TZVPD" homo_energy_ev="-11.192 / -11.362" orbital_gap_ev="6.94 / 7.23" multiplicity=3 e_lumo_ha="-0.1563 / -0.1519" charge=+1 s_squared=2.008
Mo 1.4229 0.2202 0.7172 -1.366 -0.439 0.730 2.012
O -1.4225 -2.9000 -0.0460 0.875 -0.064 0.362 -0.466
C -0.2390 -2.4915 0.3602 -0.592 -0.731 0.388 0.570
O 0.3989 -1.5946 -0.1678 -0.379 0.105 -0.245 -0.396
C 0.2825 -3.2878 1.5348 0.039 0.305 0.167 -0.472
O 1.3323 -2.5486 2.0873 0.253 -0.301 0.007 -0.284
C 1.3625 -2.2354 3.4605 -0.032 0.001 -0.230 -0.160
C 2.0358 -0.8836 3.5938 -0.444 -0.023 -0.924 0.127
O 2.5249 -0.4427 4.5691 0.249 0.246 0.193 -0.488
O 1.9309 -0.1858 2.3971 1.049 0.177 2.447 -0.578
H -1.7350 -2.3538 -0.7756 -0.424 0.384 -0.459 0.383
H 0.6649 -4.2324 1.1468 -0.072 -0.189 -0.069 0.295
H -0.5262 -3.5049 2.2316 -0.081 0.060 0.048 0.421
H 1.9331 -2.9647 4.0298 0.064 -0.090 0.084 0.374
H 0.3675 -2.1389 3.9037 -0.111 -0.030 -0.063 0.314
Cl -5.5040 3.4661 1.4324 0.036 -0.002 0.022 -0.202
C -3.9512 2.7111 1.4199 -0.174 0.058 -0.009 0.339
C -2.8918 3.3414 0.7982 0.017 0.226 -0.093 -0.690
C -1.6639 2.7135 0.7604 0.307 0.006 -0.041 0.905
Cl -0.3249 3.5364 0.0255 0.006 -0.172 -0.029 -0.187
C -1.4647 1.4542 1.3321 0.443 -0.185 -0.105 -1.180
O -0.2959 0.7955 1.2574 -0.622 0.466 0.070 -0.430
C -2.5434 0.8801 1.9975 -0.051 -0.194 0.067 0.740
Cl -2.3116 -0.6423 2.8000 -0.010 0.015 -0.112 -0.217
C -3.7827 1.4879 2.0368 -0.137 -0.227 0.162 -0.748
H -3.0149 4.3239 0.3625 0.014 -0.065 -0.029 0.475
H -4.6100 1.0100 2.5434 0.045 -0.004 -0.017 0.455
O 2.1419 1.2531 -2.9829 0.405 0.121 -0.241 -0.598
C 1.1547 0.9979 -2.3703 0.111 -0.374 1.251 0.132
O 1.2360 0.5738 -1.0479 -0.136 1.202 -3.370 -0.189
C -0.2287 1.0955 -2.8696 -0.094 0.038 0.192 0.352
C -0.4733 1.8475 -4.0121 0.041 0.048 -0.116 -0.816
C -1.7750 2.0327 -4.4468 -0.139 0.019 -0.078 -0.586
C -2.8337 1.4780 -3.7386 -0.141 0.092 -0.104 -0.777
C -2.5539 0.7187 -2.6182 -0.268 -0.043 0.043 -0.085
C -1.2717 0.5063 -2.1723 -0.006 -0.065 0.109 0.933
N -3.6691 0.1338 -1.8362 -0.096 0.189 -0.133 1.097
O -4.7625 0.6420 -1.9435 0.380 -0.198 0.000 -0.568
O -3.4082 -0.8196 -1.1167 0.086 -0.033 0.021 -0.612
H 0.3618 2.2916 -4.5415 -0.067 -0.031 0.047 0.490
H -1.9745 2.6212 -5.3347 0.020 -0.059 0.086 0.420
H -3.8614 1.6236 -4.0494 0.087 0.004 0.049 0.510
H -1.0982 -0.1053 -1.3007 0.059 0.142 0.041 0.085
N 6.0801 -2.3546 0.6905 -0.264 -0.300 -0.375 -0.554
N 5.1517 -1.4408 0.2763 0.858 -0.344 -0.126 1.164
N 5.2848 -0.8024 -0.8739 0.113 -0.168 0.309 -0.921
C 4.1570 -0.1243 -0.9168 -0.159 0.134 -0.002 -0.458
N 3.4062 -0.3756 0.1658 0.435 -0.322 0.093 0.105
N 4.0778 -1.2387 0.9318 -0.288 0.367 -0.237 -0.288
H 6.9902 -2.1222 0.3293 0.177 0.152 0.036 0.295
H 6.0174 -2.5131 1.6817 0.064 0.135 0.219 0.289
H 3.8762 0.5477 -1.7118 -0.078 -0.039 -0.037 0.665

# 2
25
Properties=species:S:1:pos:R:3:forces:R:3:mulliken_charge:R:1 method="wB97M-V/def2-TZVPD" homo_energy_ev="-11.816 / -11.815" orbital_gap_ev="6.32 / 6.31" e_lumo_ha="-0.2021 / -0.2022" charge=+1
C -3.7305 0.4485 -0.2959 -2.957 1.296 0.283 -0.893
C -4.0491 -0.8170 0.0723 2.949 -1.057 0.331 -0.253
C -2.4690 0.9724 -0.2501 1.098 -0.178 -1.317 -0.333
C -2.9570 -1.6684 0.4476 -0.171 -0.980 0.419 -1.107
C -1.2674 0.2152 0.0619 -1.216 -0.953 0.592 1.302
C -1.8400 -0.9915 0.3518 1.191 1.607 -0.411 0.770
C 0.0426 0.7535 0.0483 2.250 -3.303 -0.860 -0.040
C 1.1072 -0.1958 0.0227 -2.127 0.584 -0.823 1.181
C 0.2064 2.2167 0.0000 0.942 1.257 0.686 -1.508
C 2.4453 0.2004 0.4826 -0.828 -1.933 2.286 -1.791
C 1.8870 -2.4238 -0.2964 0.516 0.792 -3.008 -0.688
O 0.8444 -1.4820 -0.3184 -1.428 3.306 0.270 -0.384
H -4.6410 1.0679 -0.5075 1.343 -0.199 -0.218 0.330
H -4.9619 -1.2623 0.1833 -2.519 -0.498 0.200 0.491
H -2.2586 1.8157 -0.9152 -0.053 0.155 0.649 0.213
H -3.0497 -2.6370 0.9792 -0.115 0.690 -0.610 0.398
H -0.1792 2.5417 0.9941 -0.030 0.635 -0.878 0.408
H -0.4223 2.6289 -0.8633 1.288 -0.112 1.274 0.320
H 1.3316 2.5410 -0.0053 -2.382 -0.463 -0.552 0.351
H 3.2836 -0.0537 -0.1257 0.564 1.102 -0.986 0.463
H 2.6770 -0.5427 1.3240 -0.504 1.132 -0.445 0.515
H 2.2008 1.1452 0.9448 1.529 0.449 -0.145 0.341
H 2.8571 -1.9059 -0.1520 -0.534 -1.062 -0.479 0.295
H 1.5912 -2.9521 0.5213 0.198 -2.544 2.099 0.368
H 1.7192 -2.9444 -1.3010 0.996 0.276 1.643 0.252